1.
{"formula": "C36H30Br2F4N5O6S3Ti", "method": "ωB97M-V/def2-TZVPD", "species": ["Ti", "C", "N", "C", "C", "C", "N", "C", "C", "F", "C", "F", "C", "C", "F", "C", "F", "H", "H", "H", "H", "H", "H", "H", "H", "H", "H", "H", "C", "C", "C", "C", "C", "C", "Br", "C", "C", "Br", "C", "O", "C", "N", "H", "H", "H", "H", "H", "H", "C", "C", "C", "C", "C", "C", "C", "S", "O", "O", "N", "C", "C", "C", "C", "C", "C", "C", "C", "N", "C", "H", "H", "H", "H", "H", "H", "H", "H", "H", "H", "H", "H", "H", "O", "S", "O", "O", "S"], "positions_angstrom": [[-0.630, 0.173, -0.165], [3.281, 2.421, -1.378], [2.709, 1.484, -0.435], [3.341, 1.585, 0.867], [2.701, 0.141, -1.000], [2.403, -0.962, -0.013], [1.078, -0.840, 0.626], [0.849, -1.637, 1.691], [-0.422, -1.601, 2.341], [-1.357, -0.718, 1.893], [-0.804, -2.389, 3.391], [-2.049, -2.263, 3.876], [0.056, -3.298, 3.971], [1.310, -3.354, 3.410], [2.211, -4.212, 3.937], [1.705, -2.593, 2.329], [2.972, -2.839, 1.911], [4.341, 2.195, -1.601], [3.215, 3.435, -0.979], [2.721, 2.384, -2.317], [4.363, 1.164, 0.888], [2.732, 1.078, 1.619], [3.402, 2.640, 1.145], [3.682, -0.107, -1.446], [1.965, 0.115, -1.806], [3.191, -0.958, 0.730], [2.470, -1.896, -0.570], [-0.236, -3.935, 4.795], [-0.725, 0.517, -3.551], [-0.188, 1.674, -2.790], [0.174, 2.858, -3.459], [0.609, 3.953, -2.791], [0.656, 3.917, -1.386], [1.006, 5.005, -0.547], [1.587, 6.652, -1.322], [0.936, 4.926, 0.806], [0.511, 3.727, 1.405], [0.384, 3.625, 3.294], [0.186, 2.607, 0.666], [-0.210, 1.482, 1.191], [0.292, 2.713, -0.764], [-0.080, 1.583, -1.463], [-1.409, 0.862, -4.329], [-1.270, -0.161, -2.906], [0.058, -0.054, -4.047], [0.076, 2.887, -4.537], [0.867, 4.857, -3.324], [1.195, 5.773, 1.424], [-4.993, 4.086, 5.109], [-4.575, 3.560, 3.757], [-3.478, 2.719, 3.622], [-3.092, 2.234, 2.378], [-3.811, 2.604, 1.256], [-4.917, 3.444, 1.367], [-5.293, 3.915, 2.614], [-3.303, 2.121, -0.383], [-2.350, 3.131, -0.767], [-4.504, 2.058, -1.178], [-2.558, 0.705, -0.255], [-3.363, -0.476, -0.130], [-4.675, -0.515, 0.330], [-5.372, -1.717, 0.374], [-4.770, -2.872, -0.092], [-3.450, -2.860, -0.532], [-2.819, -4.018, -1.165], [-1.539, -3.993, -1.502], [-0.646, -2.850, -1.103], [-1.337, -1.602, -0.752], [-2.696, -1.676, -0.481], [-4.376, 3.662, 5.903], [-6.037, 3.838, 5.316], [-4.900, 5.175, 5.150], [-2.905, 2.441, 4.501], [-2.237, 1.579, 2.282], [-5.463, 3.707, 0.468], [-6.155, 4.571, 2.707], [-5.160, 0.394, 0.652], [-6.382, -1.740, 0.770], [-5.321, -3.809, -0.126], [-3.451, -4.857, -1.441], [-1.077, -4.786, -2.078], [-0.030, -3.174, -0.261], [0.621, -2.113, -5.190], [-0.259, -2.899, -4.333], [-0.181, -4.332, -4.568], [-1.600, -2.373, -4.194], [0.683, -2.600, -2.414]], "mulliken_spin": [0.705, 0.005, -0.013, 0.006, 0.054, -0.029, 0.031, -0.010, 0.013, 0.008, -0.001, 0.000, 0.001, 0.000, 0.000, -0.001, 0.000, 0.000, -0.002, -0.002, 0.000, -0.002, 0.000, 0.001, -0.014, 0.003, -0.008, 0.000, -0.003, 0.135, -0.021, 0.068, -0.029, 0.006, 0.000, -0.013, 0.021, 0.001, 0.027, -0.014, -0.018, 0.007, 0.007, 0.001, 0.009, 0.002, 0.001, -0.001, 0.000, 0.000, 0.001, 0.008, -0.004, -0.001, 0.000, 0.014, 0.004, 0.002, -0.018, -0.014, -0.002, -0.001, 0.001, 0.002, 0.001, -0.002, 0.009, 0.026, 0.041, 0.000, 0.000, 0.000, 0.000, 0.000, 0.000, 0.000, 0.000, 0.000, 0.000, 0.000, 0.000, -0.001, 0.000, 0.001, 0.000, 0.000, 0.001], "charge": -2, "e_tot_ev": -264135.815, "gap_ev": [5.6, 5.7], "spin_multiplicity": 2}

***

2.
{"formula": "C5H6OS", "method": "ωB97M-V/def2-TZVPD", "species": ["C", "C", "C", "O", "C", "C", "S", "H", "H", "H", "H", "H", "H"], "positions_angstrom": [[-2.622, -1.798, 0.177], [-1.466, -0.960, 0.365], [-0.226, -1.296, -0.513], [0.871, -1.566, 0.428], [0.792, -0.395, -0.456], [0.566, 0.930, 0.201], [1.051, 2.482, -0.125], [-2.767, -2.796, -0.635], [-3.446, -1.537, 0.892], [-1.277, -0.144, 1.096], [-0.260, -2.045, -1.331], [1.488, -0.355, -1.240], [0.212, 0.813, 1.152]], "mulliken_charge": [-0.724, -0.141, 0.178, -0.433, 0.083, -0.631, -0.198, 0.197, 0.258, 0.124, 0.348, 0.547, 0.391], "charge": 0, "smiles": "C=C[C@@H]1O[C@@H]1C=S", "e_tot_ev": -18160.246, "gap_ev": 8.3, "spin_multiplicity": 1}

***

3.
{"formula": "C5H10O2", "method": "ωB97M-V/def2-TZVPD", "species": ["C", "C", "O", "C", "C", "C", "O", "H", "H", "H", "H", "H", "H", "H", "H", "H", "H"], "positions_angstrom": [[-2.565, 0.348, -0.227], [-1.285, -0.463, -0.191], [-0.817, -0.487, 1.188], [0.516, -0.095, 1.149], [1.125, -0.448, -0.156], [2.391, 0.312, -0.515], [-0.244, 0.058, -0.969], [-2.348, 1.383, 0.049], [-3.024, 0.318, -1.218], [-3.279, -0.078, 0.491], [-1.493, -1.516, -0.451], [0.566, 0.992, 1.030], [1.035, -0.347, 2.072], [1.191, -1.502, -0.411], [2.486, 0.376, -1.597], [3.315, -0.169, -0.153], [2.404, 1.337, -0.127]], "mulliken_charge": [-1.289, 0.455, -0.377, -0.582, 0.456, -1.353, -0.478, 0.293, 0.353, 0.328, 0.198, 0.308, 0.339, 0.328, 0.346, 0.360, 0.315], "charge": 0, "smiles": "C[C@@H]1OC[C@H](C)O1", "e_tot_ev": -9440.902, "gap_ev": 10.5, "spin_multiplicity": 1}

***

4.
{"formula": "C64H39BrF3I4N7O5S2Sn", "method": "ωB97M-V/def2-TZVPD", "species": ["Sn", "I", "C", "C", "C", "C", "C", "C", "C", "C", "C", "C", "C", "C", "C", "C", "C", "C", "I", "C", "C", "C", "N", "C", "C", "C", "C", "C", "C", "I", "C", "C", "C", "C", "C", "C", "N", "C", "C", "C", "C", "C", "N", "C", "C", "C", "C", "I", "C", "C", "C", "C", "N", "H", "H", "H", "H", "H", "H", "H", "H", "H", "H", "H", "H", "H", "H", "H", "H", "H", "H", "H", "H", "H", "H", "H", "H", "S", "C", "C", "C", "C", "C", "N", "H", "H", "H", "H", "C", "O", "C", "C", "C", "Br", "C", "C", "C", "O", "C", "N", "C", "C", "C", "C", "C", "C", "N", "H", "H", "H", "H", "H", "H", "H", "H", "H", "H", "H", "F", "C", "F", "F", "S", "O", "O", "O"], "positions_angstrom": [[0.108, 0.100, 0.142], [-1.652, -8.673, -2.770], [-1.485, -6.599, -2.511], [-0.603, -5.870, -3.299], [-0.504, -4.502, -3.134], [-1.281, -3.796, -2.184], [-2.132, -4.587, -1.375], [-2.245, -5.957, -1.543], [-1.183, -2.378, -2.038], [-2.192, -1.593, -1.425], [-3.626, -1.844, -1.409], [-4.219, -0.748, -0.882], [-3.162, 0.175, -0.507], [-3.302, 1.355, 0.192], [-4.641, 1.711, 0.732], [-5.211, 2.961, 0.486], [-6.431, 3.327, 1.037], [-7.096, 2.430, 1.858], [-8.920, 2.979, 2.729], [-6.561, 1.180, 2.123], [-5.339, 0.834, 1.562], [-2.237, 2.228, 0.570], [-0.912, 2.099, 0.210], [-0.221, 3.094, 0.851], [1.203, 3.298, 0.743], [1.803, 4.363, 1.590], [1.423, 5.701, 1.475], [2.001, 6.692, 2.255], [2.977, 6.341, 3.173], [3.849, 7.827, 4.369], [3.375, 5.023, 3.323], [2.781, 4.047, 2.534], [2.047, 2.612, -0.096], [3.431, 3.003, -0.361], [3.870, 2.249, -1.378], [2.767, 1.372, -1.787], [1.708, 1.566, -0.936], [2.800, 0.542, -2.892], [1.594, -0.216, -3.218], [0.619, 0.087, -4.117], [-0.503, -0.758, -3.851], [-0.214, -1.565, -2.794], [1.111, -1.246, -2.390], [3.829, 0.625, -3.939], [4.415, 1.827, -4.357], [5.365, 1.867, -5.369], [5.728, 0.693, -6.007], [7.164, 0.742, -7.534], [5.145, -0.515, -5.649], [4.208, -0.537, -4.630], [-1.109, 3.857, 1.631], [-2.369, 3.325, 1.440], [-1.953, -0.382, -0.881], [0.004, -6.370, -4.044], [0.175, -3.945, -3.768], [-2.687, -4.110, -0.575], [-2.910, -6.524, -0.903], [-4.110, -2.708, -1.839], [-5.279, -0.565, -0.797], [-4.684, 3.656, -0.156], [-6.848, 4.305, 0.836], [-7.075, 0.488, 2.777], [-4.894, -0.121, 1.808], [0.678, 5.973, 0.738], [1.697, 7.724, 2.140], [4.121, 4.749, 4.056], [3.058, 3.009, 2.667], [3.971, 3.789, 0.141], [4.847, 2.273, -1.834], [0.673, 0.899, -4.827], [-1.476, -0.709, -4.317], [4.099, 2.752, -3.893], [5.791, 2.813, -5.677], [5.427, -1.432, -6.151], [3.750, -1.478, -4.345], [-0.852, 4.675, 2.283], [-3.284, 3.658, 1.901], [2.126, -2.578, -2.043], [3.286, -1.983, -0.842], [4.518, -2.634, -0.800], [5.420, -2.237, 0.169], [5.083, -1.206, 1.037], [3.833, -0.622, 0.903], [2.951, -1.018, -0.012], [4.753, -3.416, -1.512], [6.388, -2.720, 0.238], [5.767, -0.861, 1.800], [3.500, 0.175, 1.558], [-0.064, -3.582, 1.265], [-0.920, -2.504, 1.622], [-1.751, -2.668, 2.656], [-2.062, -3.873, 3.251], [-2.974, -3.893, 4.308], [-3.409, -5.565, 5.113], [-3.563, -2.750, 4.775], [-3.237, -1.515, 4.184], [-2.328, -1.466, 3.129], [-1.945, -0.347, 2.511], [-3.841, -0.274, 4.660], [-3.535, 0.919, 4.222], [-4.355, 1.798, 4.909], [-4.452, 3.185, 4.835], [-5.388, 3.813, 5.636], [-6.216, 3.086, 6.503], [-6.125, 1.708, 6.596], [-5.180, 1.088, 5.788], [-4.830, -0.237, 5.612], [0.554, -3.867, 2.120], [0.563, -3.205, 0.461], [-0.632, -4.436, 0.894], [-1.615, -4.794, 2.908], [-4.252, -2.812, 5.606], [-2.288, 0.444, 2.997], [-3.806, 3.746, 4.175], [-5.485, 4.891, 5.594], [-6.943, 3.614, 7.109], [-6.763, 1.142, 7.264], [-5.203, -1.020, 6.115], [3.384, 0.422, 4.389], [2.208, 0.638, 5.011], [2.251, -0.040, 6.165], [2.153, 1.943, 5.309], [0.777, 0.108, 3.979], [0.928, -1.328, 3.901], [-0.354, 0.586, 4.737], [1.005, 0.795, 2.709]], "mulliken_charge": [1.571, -0.031, -0.186, -0.891, -0.502, 1.397, -0.184, -0.827, 1.430, -0.420, -1.667, -1.051, -0.114, 0.649, 0.271, -0.392, -0.753, -0.294, 0.004, -0.610, -0.239, -0.064, -0.336, 0.774, 0.782, -0.189, -0.206, -0.803, -0.053, 0.003, -0.842, -0.018, 0.605, -1.514, -1.733, -0.066, 0.061, 1.481, -0.417, -1.316, -1.021, -1.676, 0.663, -0.174, -0.386, -0.784, -0.028, -0.009, -0.843, 0.004, -1.674, -0.945, 0.780, 0.383, 0.353, 0.451, 0.379, 0.679, 0.627, 0.466, 0.398, 0.373, 0.521, 0.542, 0.366, 0.421, 0.499, 0.500, 0.843, 0.531, 0.585, 0.609, 0.358, 0.377, 0.411, 0.518, 0.585, -0.385, 0.574, -0.777, -0.509, -0.997, -0.424, 0.749, 0.506, 0.358, 0.488, 0.311, -0.740, 1.439, 0.073, -0.276, -0.639, -0.268, -1.141, 1.684, -1.086, 0.553, -0.627, 0.222, -0.183, -0.415, -0.741, -0.475, -1.184, 0.793, -0.067, 0.545, -0.516, 0.251, 0.483, 0.405, 0.388, 0.393, 0.427, 0.368, 0.405, 0.181, -0.199, 0.398, -0.226, -0.214, 1.446, -0.802, -0.660, -0.882], "charge": -2, "e_tot_ev": -225773.423, "gap_ev": [4.2, 4.2], "spin_multiplicity": 1}

***

Number 1 is which compound?
C36H30Br2F4N5O6S3Ti

***

Please write out number 2 again, unchanged.
{"formula": "C5H6OS", "method": "ωB97M-V/def2-TZVPD", "species": ["C", "C", "C", "O", "C", "C", "S", "H", "H", "H", "H", "H", "H"], "positions_angstrom": [[-2.622, -1.798, 0.177], [-1.466, -0.960, 0.365], [-0.226, -1.296, -0.513], [0.871, -1.566, 0.428], [0.792, -0.395, -0.456], [0.566, 0.930, 0.201], [1.051, 2.482, -0.125], [-2.767, -2.796, -0.635], [-3.446, -1.537, 0.892], [-1.277, -0.144, 1.096], [-0.260, -2.045, -1.331], [1.488, -0.355, -1.240], [0.212, 0.813, 1.152]], "mulliken_charge": [-0.724, -0.141, 0.178, -0.433, 0.083, -0.631, -0.198, 0.197, 0.258, 0.124, 0.348, 0.547, 0.391], "charge": 0, "smiles": "C=C[C@@H]1O[C@@H]1C=S", "e_tot_ev": -18160.246, "gap_ev": 8.3, "spin_multiplicity": 1}